Density functional theory data (ωB97M-V/def2-TZVPD) for the ion CH6N3S with charge +1 in a non-equilibrium geometry.

The geometry in XYZ format:
```
11
Properties=species:S:1:pos:R:3:forces:R:3:nbo_charge:R:1
C 0.385631 0.978067 -0.294644 0.9 3.8 1.8 -0.11
N 0.944743 -0.337352 -0.233027 0.5 -3.7 0.0 -0.44
N -0.932672 0.981629 0.287712 -1.9 -1.5 -1.3 -0.72
N -0.088089 -1.324655 0.160699 -0.8 3.9 4.4 -0.55
S -1.771782 -0.262731 -0.450246 1.3 0.1 1.4 0.63
H 1.044931 1.783911 0.331907 -1.3 -2.1 -1.7 0.25
H 0.247837 1.289776 -1.329564 0.4 0.2 0.1 0.24
H 1.374290 -0.699070 -1.128964 -0.9 0.8 1.2 0.40
H -1.198580 1.133826 1.263273 0.8 0.1 -0.3 0.43
H 0.212086 -2.247850 0.018532 0.5 -1.7 -1.0 0.43
H -0.218390 -1.295551 1.374321 0.6 0.1 -4.5 0.44
```
Forces are in eV/Å.

Results
* SMILES string: C1N[NH2+]SN1
* spin multiplicity: 1
* HOMO level: -14.8 eV
* HOMO-LUMO gap: 9.14 eV
* net charge: +1

***

Density functional theory data (ωB97M-V/def2-TZVPD) for the molecule C5H12N2 in a non-equilibrium geometry.

The geometry in XYZ format:
```
19
Properties=species:S:1:pos:R:3:forces:R:3:nbo_charge:R:1
C 0.542643 -0.472216 1.666203 -2.9 0.5 0.4 -0.22
C 0.830052 0.942272 1.108538 -1.1 -0.7 1.0 -0.40
C 0.671571 0.930182 -0.452551 -2.0 1.0 2.6 -0.43
N -2.451961 -0.328958 -2.269986 0.0 1.2 -0.8 -0.81
C -1.514423 0.485675 -1.609149 1.7 -1.2 1.5 -0.01
C -0.461328 0.055807 -0.885878 -0.3 -0.9 -1.6 -0.28
N 1.415724 -1.528899 1.274435 1.3 -1.6 0.8 -0.84
H -0.498224 -0.850120 1.455482 0.8 0.8 -0.1 0.18
H 0.529668 -0.347627 2.726221 0.1 0.1 1.2 0.16
H 1.826960 1.062949 1.507363 0.8 0.7 -0.6 0.19
H 0.229483 1.710629 1.749893 0.6 -1.3 -1.6 0.21
H 0.476492 1.931647 -0.804658 0.2 0.4 -0.2 0.20
H 1.576559 0.574278 -0.809931 1.7 -0.6 -1.1 0.21
H -2.744342 0.208399 -3.114689 0.1 -1.2 0.8 0.37
H -2.008522 -1.217630 -2.510445 -0.4 0.4 -0.1 0.37
H -1.598361 1.538354 -1.590870 -0.8 1.1 -0.6 0.18
H -0.265579 -1.025801 -0.860886 -0.1 0.3 0.2 0.19
H 2.361705 -1.255381 1.624985 -0.8 -0.9 -0.4 0.35
H 1.081882 -2.413558 1.795922 1.1 1.9 -1.1 0.36
```
Forces are in eV/Å.

Results
* SMILES string: N/C=C/CCCN
* spin multiplicity: 1
* HOMO level: -8.0 eV
* HOMO-LUMO gap: 9.11 eV

***

Density functional theory data (ωB97M-V/def2-TZVPD) for the molecule C5H9N3O in a non-equilibrium geometry.

The geometry in XYZ format:
```
18
Properties=species:S:1:pos:R:3:forces:R:3:nbo_charge:R:1
C 1.770079 -0.843937 0.871450 0.0 0.7 0.2 -0.74
C 0.618663 -0.800332 -1.423170 -0.5 0.9 0.1 -0.74
C 0.530804 -0.939509 0.061582 -1.4 -5.3 1.4 0.72
O -0.487779 -1.598086 0.597864 4.8 1.9 -1.4 -0.53
H 2.210483 -1.845947 0.932080 -0.1 0.1 0.0 0.27
H 2.486142 -0.158810 0.417341 0.1 -0.1 0.0 0.22
H -0.369162 -0.829487 -1.881098 0.1 0.0 0.0 0.26
H 1.202548 -1.643670 -1.810477 0.0 0.0 0.3 0.27
H 1.130890 0.124955 -1.692568 0.0 -0.1 -0.1 0.24
H 1.521920 -0.499047 1.876306 0.0 -0.2 -0.1 0.28
C -1.025175 0.921950 0.522937 -2.1 -1.2 1.9 0.36
N -1.084033 1.706980 -0.598639 -0.2 -0.4 -0.4 -0.83
N -0.629829 1.278297 1.694835 -0.1 -0.4 -0.9 -0.68
C -1.784191 -0.509103 0.393135 -2.3 4.4 -1.6 0.25
N -2.888085 -0.763235 0.032027 1.5 -0.3 0.7 -0.46
H -1.776897 1.413375 -1.277139 0.1 0.2 0.1 0.41
H -0.998147 2.704684 -0.456300 -0.1 -0.2 0.0 0.39
H -0.428231 2.280921 1.739835 0.3 -0.2 -0.2 0.33
```
Forces are in eV/Å.

Results
* spin multiplicity: 1
* HOMO level (spin up / spin down): -8.5 / -8.5 eV
* HOMO-LUMO gap (spin up / spin down): 7.38 / 7.38 eV

***

Density functional theory data (ωB97M-V/def2-TZVPD) for a cluster of 2 separate species, C4H9NO2 in total in a non-equilibrium geometry.

The geometry in XYZ format:
```
16
Properties=species:S:1:pos:R:3:forces:R:3:nbo_charge:R:1
C 0.307171 -2.007840 -1.684025 0.3 0.7 -0.4 -0.64
C 0.751565 -0.552930 -1.331278 1.4 1.4 -0.7 -0.08
N -0.266887 0.151159 -0.667002 0.8 0.6 1.2 -0.69
C 0.224160 0.818474 0.518341 -1.9 -2.0 -0.3 0.90
O 1.115422 0.375520 1.220259 -0.5 0.8 -1.4 -0.61
O -0.639573 1.761317 0.921015 -0.3 0.0 -0.4 -0.52
C -0.979015 1.570873 2.300046 0.1 0.1 0.2 -0.26
H -0.671859 -2.098509 -2.172059 0.3 0.2 0.0 0.21
H 1.063640 -2.518583 -2.278918 -0.1 0.0 -0.1 0.22
H 0.246766 -2.540855 -0.704370 0.0 0.6 -0.6 0.23
H 1.615069 -0.679567 -0.711564 0.1 0.1 0.5 0.22
H 1.507308 0.823634 -1.990559 -1.4 -3.5 0.0 0.02
H -1.087075 0.348745 -1.280549 1.0 0.7 1.5 0.42
H -1.865337 2.183544 2.484805 0.3 0.0 0.1 0.20
H -1.206658 0.511268 2.481357 0.0 0.3 0.0 0.19
H -0.114696 1.853751 2.894501 -0.2 0.1 0.3 0.20
```
Forces are in eV/Å.

Results
* spin multiplicity: 1
* HOMO level: -8.8 eV
* HOMO-LUMO gap: 9.45 eV

***

Density functional theory data (ωB97M-V/def2-TZVPD) for the molecule C5H5IN2O2S in a non-equilibrium geometry.

The geometry in XYZ format:
```
16
Properties=species:S:1:pos:R:3:forces:R:3:nbo_charge:R:1
C -2.144762 2.530248 0.178484 1.3 1.6 0.3 0.21
C -4.405721 1.368174 0.107296 6.3 0.5 0.9 -0.29
C 0.213890 -0.850521 -0.651084 -1.1 -2.6 -1.6 0.23
C -2.797545 1.347410 0.071072 -8.3 -2.5 0.2 -0.46
C 1.546907 -0.615453 -1.087396 1.6 0.6 2.5 -0.69
N -1.546345 3.510205 0.256224 0.1 0.3 0.0 -0.25
N -0.452982 0.014541 -0.050139 -1.0 1.6 0.6 -0.70
O -2.276386 -0.905469 1.371470 -0.3 0.5 -1.0 -0.90
O -2.540737 -0.905775 -1.139802 -0.2 -0.3 0.3 -0.93
S -2.078135 -0.295414 0.075386 0.1 -0.2 0.6 2.28
I -5.650463 -0.219118 -0.092552 0.1 0.0 -0.1 0.34
H -4.915088 2.265469 0.543017 0.8 -0.6 -1.0 0.24
H -0.189972 -1.800281 -1.022297 -0.6 0.1 0.3 0.18
H 1.628731 -0.585495 -2.114457 -0.4 0.8 -2.5 0.25
H 2.210463 -1.487182 -0.943271 0.0 0.6 1.0 0.24
H 1.698818 0.352897 -0.575196 1.5 -0.5 -0.6 0.25
```
Forces are in eV/Å.

Results
* SMILES string: C/C=N/S(=O)(=O)/C(C#N)=C\I
* spin multiplicity: 1
* HOMO level: -9.3 eV
* HOMO-LUMO gap: 7.67 eV

***

Density functional theory data (ωB97M-V/def2-TZVPD) for a cluster of 2 separate species, C3H9NO2 in total in a non-equilibrium geometry.

The geometry in XYZ format:
```
15
Properties=species:S:1:pos:R:3:forces:R:3:nbo_charge:R:1
C -1.749068 1.698509 0.351310 -1.1 -0.8 -0.2 -0.43
N -0.852852 1.365893 -0.735822 -0.7 -0.4 0.0 -0.84
H 0.219269 -2.579763 -1.548404 0.0 -1.6 -1.3 0.49
H 0.080757 1.163646 -0.427835 0.2 0.2 -0.2 0.35
H -0.897314 2.056863 -1.465303 0.4 0.1 0.0 0.36
H -2.736628 1.948872 -0.046473 0.3 1.0 -0.3 0.20
H -1.352918 2.438312 1.035650 -0.3 0.3 0.3 0.17
H -2.149339 0.821832 0.884160 1.1 -0.2 0.3 0.19
C 1.509699 -0.770700 0.688695 -1.6 -0.1 0.5 -0.73
C 1.217453 -1.946198 -0.184087 1.0 -1.0 -0.7 0.78
O 0.099902 -1.887146 -0.934851 -0.1 1.9 1.7 -0.66
O 1.995029 -2.858964 -0.358427 -0.2 0.2 0.4 -0.60
H 1.937144 -1.024187 1.647777 0.8 -0.4 -0.2 0.25
H 0.572121 -0.322010 1.012754 -0.1 0.4 -0.5 0.23
H 2.106745 -0.104958 0.080856 0.2 0.4 0.2 0.25
```
Forces are in eV/Å.

Results
* SMILES string: CC(=O)O.CN
* spin multiplicity: 1
* HOMO level: -9.2 eV
* HOMO-LUMO gap: 9.94 eV

***

What are the energy relative to the best compared isomer or geometry (same formula, charge and spin) values for these records? In order: 327.4, 174.0, 425.6, 406.7, 170.0, 117.7 kJ/mol.
What are the calculated total energy values for these records? In order: -16429.5295, -8358.3323, -11844.9974, -9875.8453, -31272.4084, -8841.7358 eV.